Run w
DFT (ωB97M-V/def2-TZVPD) results for 2 unconnected molecules or ions with the total composition C3H11N3O.

Each atom is followed by the atoms it is bonded to, with distances in Å.
CARTESIAN COORDINATES (ANGSTROEM)
1 N 2.52 0.65 0.05  H9 1.019, H13 1.014, C17 1.448
2 C -0.36 0.72 -0.17  C3 1.502, O12 1.217, N15 1.655
3 C -1.18 0.32 -1.37  C2 1.502, H7 1.094, H8 1.089, H14 1.087
4 H 0.42 -0.57 0.50  N15 1.213
5 H -0.51 0.26 1.94  N15 1.021
6 N -1.70 -1.22 1.07  N15 1.418, H16 1.015, H18 1.013
7 H -2.21 0.66 -1.22  C3 1.094
8 H -0.77 0.83 -2.24  C3 1.089
9 H 2.15 1.60 0.05  N1 1.019
10 H 1.46 -0.12 -1.59  C17 1.090
11 H 1.82 -1.29 -0.33  C17 1.102
12 O -0.09 1.85 0.18  C2 1.217
13 H 2.72 0.42 1.02  N1 1.014
14 H -1.18 -0.76 -1.53  C3 1.087
15 N -0.60 -0.31 1.10  C2 1.655, H4 1.213, H5 1.021, N6 1.418
16 H -2.54 -0.77 1.40  N6 1.015
17 C 1.52 -0.24 -0.51  N1 1.448, H10 1.090, H11 1.102
18 H -1.49 -2.02 1.65  N6 1.013

Output
Kohn-Sham gap, eV: 8.0
LUMO level, eV: 0.694

Run x
DFT (ωB97M-V/def2-TZVPD) results for a single C3H11N3O molecule.

Each atom is followed by the atoms it is bonded to, with distances in Å.
CARTESIAN COORDINATES (ANGSTROEM)
1 N 0.41 0.83 -0.68  C3 1.445, C14 1.397
2 O -0.72 0.49 1.41  C14 1.427, H15 0.969
3 C 1.77 1.30 -0.59  N1 1.445, H4 1.102, H11 1.092, H16 1.104
4 H 1.99 1.83 0.35  C3 1.102
5 H -1.03 -1.62 -0.94  N9 1.017
6 H 1.63 -0.79 1.37  C17 1.090
7 H -0.65 0.12 -1.40  N9 1.173
8 H -2.65 -0.53 0.64  N10 1.020
9 N -1.20 -0.64 -0.70  H5 1.017, H7 1.173, N10 1.430, C14 1.602
10 N -2.58 -0.48 -0.38  H8 1.020, N9 1.430, H13 1.015
11 H 1.94 2.02 -1.39  C3 1.092
12 H 0.24 -1.88 1.44  C17 1.091
13 H -2.81 0.48 -0.62  N10 1.015
14 C -0.07 -0.07 0.28  N1 1.397, O2 1.427, N9 1.602, C17 1.523
15 H -0.84 1.42 1.16  O2 0.969
16 H 2.53 0.51 -0.70  C3 1.104
17 C 0.81 -1.21 0.79  H6 1.090, H12 1.091, C14 1.523, H18 1.092
18 H 1.23 -1.77 -0.04  C17 1.092

Output
Kohn-Sham gap, eV: 8.5
LUMO level, eV: 0.885

Run y
DFT (ωB97M-V/def2-TZVPD) results for a single C3H11N3O molecule.

Each atom is followed by the atoms it is bonded to, with distances in Å.
CARTESIAN COORDINATES (ANGSTROEM)
1 H 1.06 0.53 -1.06  N12 1.016
2 H 0.07 2.31 0.02  C13 1.091
3 N 0.26 0.45 0.99  O7 1.291, N12 1.697, C13 1.468
4 H 0.15 2.35 1.79  C13 1.089
5 H 1.64 2.06 0.87  C13 1.094
6 C -0.79 -0.86 -1.25  H9 1.088, N12 1.773, C16 1.464, H17 1.087
7 O 0.93 -0.18 1.90  N3 1.291
8 H 1.92 -1.01 0.76  N11 1.051
9 H -0.55 -1.92 -1.33  C6 1.088
10 H -2.49 0.31 -0.62  C16 1.088
11 N 1.71 -1.15 -0.26  H8 1.051, N12 1.400, H14 1.017
12 N 0.69 -0.23 -0.50  H1 1.016, N3 1.697, C6 1.773, N11 1.400
13 C 0.56 1.88 0.90  H2 1.091, N3 1.468, H4 1.089, H5 1.094
14 H 1.32 -2.09 -0.30  N11 1.017
15 H -2.48 -1.40 -0.02  C16 1.089
16 C -1.88 -0.54 -0.32  C6 1.464, H10 1.088, H15 1.089, H18 1.175
17 H -0.82 -0.35 -2.21  C6 1.087
18 H -1.30 -0.17 0.63  C16 1.175

Output
Kohn-Sham gap, eV: 8.0
SMILES: CC[N@H+](N)N(C)[O-]
LUMO level, eV: 0.809

Run z
DFT (ωB97M-V/def2-TZVPD) results for 2 unconnected molecules or ions with the total composition C3H11N3O.

Each atom is followed by the atoms it is bonded to, with distances in Å.
CARTESIAN COORDINATES (ANGSTROEM)
1 H 0.91 -2.76 -1.78  N8 1.013
2 H -1.45 2.31 1.26  C15 1.091
3 H -0.97 0.99 2.32  C15 1.095
4 H 1.07 -2.24 0.57  N18 1.020
5 H 2.48 -2.47 -1.34  N8 1.013
6 H -2.32 1.54 -1.03  N14 1.016
7 O 1.39 0.85 0.62  C16 1.276
8 N 1.56 -2.06 -1.44  H1 1.013, H5 1.013, N18 1.424
9 H 1.61 -0.66 0.10  N18 1.076
10 C -0.58 0.50 -0.62  H13 1.089, N14 1.445, C16 1.411
11 H 0.10 2.38 2.13  C15 1.089
12 H -2.52 0.31 0.03  N14 1.011
13 H -0.03 0.44 -1.56  C10 1.089
14 N -2.01 0.61 -0.79  H6 1.016, C10 1.445, H12 1.011
15 C -0.60 1.73 1.61  H2 1.091, H3 1.095, H11 1.089, C16 1.518
16 C 0.14 1.05 0.47  O7 1.276, C10 1.411, C15 1.518
17 H 0.11 -0.95 -0.35  N18 1.179
18 N 1.11 -1.56 -0.19  H4 1.020, N8 1.424, H9 1.076, H17 1.179

Output
Kohn-Sham gap, eV: 7.9
LUMO level, eV: 0.592

Ordering by calculated energy gives the sequence run z, run x, run w, run y, with the first entry being the most stable.

Run w
DFT (ωB97M-V/def2-TZVPD) results for 2 unconnected molecules or ions with the total composition C4H11N3O2.

Each atom is followed by the atoms it is bonded to, with distances in Å.
CARTESIAN COORDINATES (ANGSTROEM)
1 H -1.70 0.13 -1.01  N5 1.028
2 H 0.16 1.80 -3.77  N14 1.012
3 H 1.40 1.86 0.78  C15 1.097
4 C -0.34 -1.28 2.20  C6 1.467, O8 1.202, O20 1.395
5 N -1.35 0.57 -1.87  H1 1.028, C10 1.354, H18 1.010
6 C -1.05 -2.48 2.67  C4 1.467, H7 1.073, H11 1.115, H13 1.090
7 H -0.67 -3.40 2.26  C6 1.073
8 O 0.64 -0.78 2.67  C4 1.202
9 H -0.24 -0.38 0.62  O20 0.984
10 C -0.04 0.93 -1.89  N5 1.354, N14 1.355, N16 1.328
11 H -0.94 -2.43 3.78  C6 1.115
12 H 2.45 0.52 0.07  C15 1.102
13 H -2.12 -2.60 2.49  C6 1.090
14 N 0.62 1.50 -2.92  H2 1.012, C10 1.355, H17 1.006
15 C 1.75 1.34 -0.12  H3 1.097, H12 1.102, N16 1.476, H19 1.087
16 N 0.43 0.94 -0.65  C10 1.328, C15 1.476
17 H 1.54 1.90 -2.84  N14 1.006
18 H -1.80 0.57 -2.77  N5 1.010
19 H 2.28 1.87 -0.90  C15 1.087
20 O -1.01 -0.57 1.20  C4 1.395, H9 0.984

Output
Kohn-Sham gap (alpha / beta), eV: 10.1 / 6.0
Multiplicity: 2
Charge: +1
LUMO level (alpha / beta), eV: -3.392 / -7.506

Run x
DFT (ωB97M-V/def2-TZVPD) results for 2 unconnected molecules or ions with the total composition C4H11N3O2.

Each atom is followed by the atoms it is bonded to, with distances in Å.
CARTESIAN COORDINATES (ANGSTROEM)
1 H -0.09 1.06 1.12  O15 1.047
2 C -1.76 1.60 0.03  O4 1.183, C14 1.458, O15 1.412
3 H -1.61 2.21 -1.96  C14 1.097
4 O -2.89 1.29 0.19  C2 1.183
5 H -0.51 -0.91 0.44  N20 1.042
6 N 1.77 -2.09 0.26  C7 1.453, C16 1.375, H18 1.027
7 C 0.92 -2.96 1.05  N6 1.453, H9 1.095, H10 1.118, H11 1.108
8 N 2.25 -0.21 -1.08  H13 1.000, C16 1.410, H19 1.032
9 H 0.20 -2.44 1.69  C7 1.095
10 H 0.54 -3.78 0.40  C7 1.118
11 H 1.54 -3.38 1.87  C7 1.108
12 H -1.24 3.38 -0.80  C14 1.100
13 H 1.86 0.70 -1.23  N8 1.000
14 C -1.04 2.32 -1.02  C2 1.458, H3 1.097, H12 1.100, H17 1.080
15 O -1.00 1.58 1.22  H1 1.047, C2 1.412
16 C 1.29 -0.96 -0.37  N6 1.375, N8 1.410, N20 1.293
17 H -0.02 2.09 -1.29  C14 1.080
18 H 2.74 -2.00 0.58  N6 1.027
19 H 2.59 -0.68 -1.94  N8 1.032
20 N 0.08 -0.51 -0.32  H5 1.042, C16 1.293

Output
Kohn-Sham gap (alpha / beta), eV: 9.7 / 4.5
Multiplicity: 2
Charge: +1
LUMO level (alpha / beta), eV: -3.935 / -9.151

Ordering by calculated energy gives the sequence run w, run x, with the first entry being the most stable.

Run w
DFT (ωB97M-V/def2-TZVPD) results for 2 unconnected molecules or ions with the total composition C5H15NSi.

Each atom is followed by the atoms it is bonded to, with distances in Å.
CARTESIAN COORDINATES (ANGSTROEM)
1 C -1.85 -0.48 1.09  Si5 1.857, H10 1.183, H11 1.094, H16 1.137
2 H -1.68 1.94 -0.28  Si5 1.509
3 H 1.41 1.76 0.12  C7 1.088
4 H 0.67 -0.06 1.65  C15 1.086
5 Si -1.60 0.45 -0.50  C1 1.857, H2 1.509, C19 1.847
6 H -3.50 -0.67 -1.38  C19 1.082
7 C 2.36 1.24 -0.03  H3 1.088, C8 1.464, H21 1.131, H22 1.125
8 C 2.13 -0.20 0.03  C7 1.464, N14 1.444, C15 1.554, H18 1.049
9 H 1.14 -0.37 -1.89  N14 1.084
10 H -2.97 -0.61 1.46  C1 1.183
11 H -1.53 0.15 1.92  C1 1.094
12 H 2.26 -0.80 2.26  C15 1.157
13 H -2.39 -0.85 -2.69  C19 1.133
14 N 1.14 -0.74 -0.87  C8 1.444, H9 1.084
15 C 1.52 -0.68 1.38  H4 1.086, C8 1.554, H12 1.157, H17 1.094
16 H -1.25 -1.44 1.15  C1 1.137
17 H 1.01 -1.61 1.12  C15 1.094
18 H 2.99 -0.76 -0.20  C8 1.049
19 C -2.70 -0.13 -1.87  Si5 1.847, H6 1.082, H13 1.133, H20 1.086
20 H -3.19 0.78 -2.22  C19 1.086
21 H 2.91 1.55 -0.96  C7 1.131
22 H 3.15 1.53 0.72  C7 1.125

Output
Kohn-Sham gap (alpha / beta), eV: 8.7 / 7.1
LUMO level (alpha / beta), eV: -0.022 / 0.030

Run x
DFT (ωB97M-V/def2-TZVPD) results for a single C5H15NSi molecule.

Each atom is followed by the atoms it is bonded to, with distances in Å.
CARTESIAN COORDINATES (ANGSTROEM)
1 Si 0.54 -0.80 -0.49  C11 1.909, H14 1.413, C17 2.015, N19 1.733
2 C -1.77 0.10 -1.66  H4 1.036, H12 1.055, N19 1.491, H22 1.072
3 H -0.06 -2.59 1.25  C17 1.036
4 H -1.28 1.01 -1.72  C2 1.036
5 H 0.55 2.17 -1.19  C13 1.175
6 H 1.66 -2.44 1.32  C17 1.070
7 H 0.04 0.23 2.49  C10 1.041
8 H -0.23 1.83 2.21  C10 1.196
9 H 1.88 0.50 0.90  C11 1.029
10 C -0.16 0.78 1.64  H7 1.041, H8 1.196, C11 1.531, H20 1.118
11 C 0.94 0.74 0.57  Si1 1.909, H9 1.029, C10 1.531, C13 1.511
12 H -1.86 -0.39 -2.59  C2 1.055
13 C 1.13 2.04 -0.18  H5 1.175, C11 1.511, H15 1.105, H21 1.042
14 H 1.16 -0.87 -1.76  Si1 1.413
15 H 0.80 2.99 0.28  C13 1.105
16 H 0.79 -3.34 0.07  C17 1.108
17 C 0.79 -2.42 0.68  Si1 2.015, H3 1.036, H6 1.070, H16 1.108
18 H -1.86 -1.50 -0.46  N19 0.981
19 N -1.13 -1.02 -0.90  Si1 1.733, C2 1.491, H18 0.981
20 H -1.24 0.56 1.45  C10 1.118
21 H 2.12 2.13 -0.47  C13 1.042
22 H -2.80 0.29 -1.42  C2 1.072

Output
Kohn-Sham gap, eV: 9.6
SMILES: CN[Si@H](C)C(C)C
LUMO level, eV: 1.036

Ordering by calculated energy gives the sequence run x, run w, with the first entry being the most stable.